Here is a single C4H9N3O molecule at a distorted geometry from the Open Molecules 2025 dataset. Energies are from ωB97M-V with the def2-TZVPD basis set.

Each line ends with the Löwdin charge.
Cartesian coordinates (Å):
C1 -2.23780 0.31494 -0.34416  -0.009
C2 -1.00723 -0.49150 -0.65417  -0.443
O1 -0.90654 -1.25364 -1.58970  0.034
N1 0.05827 -0.89483 0.73104  -0.092
N2 0.99027 -1.89813 0.36152  0.020
N3 0.32116 0.29586 0.12892  -0.184
C3 1.00711 1.33249 0.87501  -0.133
C4 1.74069 0.94968 -0.33992  0.020
H1 -2.08281 0.97844 0.51464  0.077
H2 -2.53234 0.91727 -1.20271  0.084
H3 -3.05304 -0.36226 -0.11420  0.082
H4 0.80297 -2.24268 -0.58429  0.064
H5 0.84517 -2.66922 1.00180  0.070
H6 1.39611 0.97757 1.82541  0.117
H7 0.45832 2.26631 0.90816  0.108
H8 1.65506 1.55419 -1.23172  0.096
H9 2.54462 0.22549 -0.28564  0.088

LUMO: 0.95 eV
M: 115.14 g/mol
Gap between HOMO and LUMO: 8.83 eV
Maximum force: 5.2 eV Å⁻¹